(1)
Formula: C63H133N7O7
Source: the OMol25 dataset
Level of theory: wB97M-V/def2-TZVPD

Calculated values
Energy relative to the best compared isomer or geometry (same formula, charge and spin) (kJ/mol): 721.1
Molar mass (g mol⁻¹): 1100.80
Gap between HOMO and LUMO (eV): 8.0
HOMO energy (eV): -7.739

```
! wB97M-V def2-TZVPD RIJCOSX def2/J DEFGRID3
* xyz 0 1
C 2.9423 -0.3517 -6.8784
C 4.3858 -0.6484 -7.4227
C 5.2416 0.6726 -7.2393
C 6.7120 0.3623 -7.5446
C 7.2229 -0.7464 -6.5342
C 6.4282 -2.0830 -6.5417
N 4.9470 -1.7051 -6.5108
O 4.0641 -2.7700 -6.5074
C 6.9529 -2.7836 -7.8256
C 7.0124 -2.8371 -5.3250
C 4.3044 -1.0805 -8.9786
H 2.3137 -1.2291 -7.0303
H 2.5691 0.4181 -7.5537
H 2.7934 0.0586 -5.8796
H 4.9171 1.5217 -7.8409
H 5.1719 1.0851 -6.2328
H 7.2712 1.2965 -7.4934
H 6.8955 0.0108 -8.5599
H 7.1265 -0.2520 -5.5676
H 8.2598 -0.9537 -6.7989
H 8.0187 -3.0092 -7.8594
H 6.3760 -3.7080 -7.7967
H 6.6408 -2.4200 -8.8046
H 8.0214 -3.2010 -5.5191
H 7.2631 -2.2285 -4.4562
H 6.5151 -3.7945 -5.1693
H 3.4699 -0.5178 -9.3969
H 3.8673 -2.0773 -8.9200
H 5.2215 -1.1748 -9.5601
H 3.4156 -2.6342 -5.8127
C 9.1648 -10.1570 -3.6391
C 8.5777 -10.3515 -2.2493
C 9.1234 -9.2074 -1.3937
C 8.3493 -8.9427 -0.1176
C 6.8471 -8.6078 -0.4646
C 6.2179 -9.8056 -1.2961
N 7.0766 -10.1836 -2.4261
O 6.4821 -11.2481 -3.0555
C 5.8912 -10.9464 -0.3690
C 4.8351 -9.2553 -1.7937
C 8.9853 -11.6829 -1.5828
H 8.7069 -9.3198 -4.1660
H 9.0009 -11.0998 -4.1610
H 10.2441 -10.0089 -3.6762
H 10.1784 -9.3114 -1.1402
H 9.0394 -8.3166 -2.0161
H 8.7630 -8.1520 0.5082
H 8.4418 -9.8382 0.4970
H 6.8156 -7.6338 -0.9527
H 6.2522 -8.4744 0.4390
H 5.4449 -11.7900 -0.8957
H 6.8552 -11.2570 0.0339
H 5.2061 -10.5574 0.3843
H 4.3915 -9.9708 -2.4860
H 4.1050 -8.8698 -1.0820
H 5.1238 -8.4564 -2.4767
H 10.0750 -11.7070 -1.5747
H 8.7992 -12.5826 -2.1693
H 8.6664 -11.7428 -0.5422
H 6.0999 -10.8515 -3.8418
C 2.8582 11.1323 0.0016
C 1.6953 10.1788 0.3044
C 2.2543 8.8240 0.7804
C 2.8804 8.9407 2.1744
C 1.8228 9.3422 3.2772
C 1.1369 10.6819 2.8401
N 0.8640 10.7500 1.3650
O 0.0878 11.8392 1.0303
C -0.2106 10.7172 3.6558
C 2.0476 11.8489 3.3554
C 0.8983 10.0376 -1.0575
H 3.5220 10.7355 -0.7665
H 3.3984 11.4062 0.9078
H 2.4125 12.0313 -0.4241
H 1.5217 8.0191 0.7205
H 3.0671 8.6280 0.0811
H 3.7659 9.5682 2.2755
H 3.0674 7.9726 2.6390
H 2.3722 9.3939 4.2172
H 1.1583 8.5133 3.5214
H -0.6678 11.7031 3.5717
H -0.8359 9.8881 3.3247
H -0.0038 10.5743 4.7164
H 3.0279 12.0169 2.9095
H 1.3773 12.7082 3.3787
H 2.2840 11.7623 4.4160
H 0.0276 9.3822 -1.0759
H 1.5927 9.5626 -1.7505
H 0.6005 11.0085 -1.4533
H -0.5770 11.3907 0.5026
C -11.1573 3.6741 1.3229
C -9.7718 4.3572 1.3550
C -9.2100 3.9560 2.7293
C -7.7001 4.2251 2.9323
C -7.0845 3.4587 1.7900
C -7.4279 3.7781 0.3235
N -8.9375 3.7617 0.2546
O -9.3722 4.0704 -0.9816
C -6.6901 5.1957 -0.0764
C -6.8866 2.7135 -0.5758
C -9.8628 5.8975 1.1453
H -11.9109 4.0876 1.9931
H -11.1604 2.6077 1.5483
H -11.5594 3.5915 0.3132
H -9.6553 4.5535 3.5248
H -9.4367 2.9251 3.0011
H -7.4646 3.8214 3.9170
H -7.4729 5.2909 2.9550
H -7.2878 2.4089 2.0009
H -6.0167 3.6301 1.9259
H -5.6102 5.0615 -0.1397
H -7.0438 5.4480 -1.0760
H -6.9432 5.9929 0.6226
H -7.3630 1.7430 -0.4364
H -7.1756 2.9354 -1.6031
H -5.8121 2.5302 -0.5724
H -8.9689 6.4601 0.8762
H -10.1662 6.4782 2.0164
H -10.5040 6.0745 0.2818
H -9.7205 3.2625 -1.3658
C -9.6360 -3.7762 -3.7327
C -8.5902 -4.1171 -4.8067
C -7.2924 -4.4318 -4.1251
C -7.1263 -5.8078 -3.4442
C -7.5762 -6.8769 -4.4793
C -8.9381 -6.6953 -5.2104
N -8.9555 -5.3008 -5.6348
O -9.9685 -5.0448 -6.5398
C -8.9318 -7.5185 -6.4857
C -10.1139 -7.0947 -4.2933
C -8.2694 -2.9438 -5.7827
H -10.5997 -3.7872 -4.2419
H -9.3918 -2.7640 -3.4101
H -9.6791 -4.4807 -2.9021
H -6.3768 -4.1630 -4.6518
H -7.2171 -3.7888 -3.2482
H -7.7335 -5.7905 -2.5392
H -6.1191 -6.0560 -3.1096
H -7.6268 -7.8006 -3.9027
H -6.7726 -7.0880 -5.1848
H -8.0038 -7.3563 -7.0340
H -9.1172 -8.5742 -6.2878
H -9.7870 -7.3005 -7.1255
H -11.0406 -6.8466 -4.8107
H -10.1073 -8.1664 -4.0943
H -10.2875 -6.4887 -3.4041
H -9.0797 -2.5248 -6.3794
H -7.5157 -3.2918 -6.4891
H -7.5817 -2.2516 -5.2970
H -9.4100 -4.7810 -7.2747
C 4.1511 0.6011 -0.2929
C 3.1559 -0.2369 0.5962
C 2.2260 0.8059 1.2371
C 0.9782 0.2362 1.8459
C 0.3010 -0.7493 0.9388
C 1.1761 -1.9309 0.4112
N 2.4049 -1.2893 -0.1355
O 3.2182 -2.1855 -0.7953
C 1.5650 -3.0027 1.5450
C 0.3761 -2.6437 -0.7540
C 4.0866 -0.8401 1.6737
H 4.8241 -0.1207 -0.7557
H 4.6850 1.3605 0.2784
H 3.5715 1.1303 -1.0493
H 2.6565 1.4511 2.0028
H 1.8879 1.4999 0.4676
H 0.1617 0.8611 2.2077
H 1.4746 -0.2701 2.6738
H -0.1503 -0.0694 0.2162
H -0.4817 -1.2719 1.4886
H 2.1604 -2.5989 2.3638
H 0.6459 -3.4685 1.9006
H 2.1915 -3.7659 1.0835
H 0.1132 -1.8676 -1.4728
H 1.0508 -3.3144 -1.2861
H -0.5786 -3.1337 -0.5626
H 5.1242 -0.5411 1.5251
H 4.0393 -1.9291 1.6714
H 3.7530 -0.5349 2.6655
H 3.5115 -1.8007 -1.6245
C -1.8775 1.8553 10.9901
C -0.8560 2.8517 10.4761
C -0.5699 3.9075 11.5797
C 0.5928 4.8750 11.4651
C 1.9389 4.1471 11.0466
C 1.6722 3.1067 9.9009
N 0.4786 2.2761 10.2097
O 0.3167 1.1323 9.4923
C 1.6603 3.8168 8.5962
C 2.9048 2.1499 9.8865
C -1.5031 3.5483 9.2625
H -2.1510 1.1981 10.1647
H -2.7306 2.3296 11.4753
H -1.4680 1.1934 11.7532
H -1.4565 4.5118 11.7720
H -0.2944 3.3525 12.4765
H 0.7030 5.3970 12.4156
H 0.2412 5.6687 10.8059
H 2.2815 3.5708 11.9060
H 2.6849 4.8997 10.7913
H 2.4809 4.5044 8.3914
H 1.5820 3.0576 7.8180
H 0.7121 4.3436 8.4881
H 2.9786 1.5665 10.8042
H 2.8595 1.5078 9.0069
H 3.8508 2.6905 9.8573
H -1.0792 3.1722 8.3314
H -1.3897 4.6318 9.2998
H -2.5805 3.4425 9.1351
H 0.4103 0.3830 10.0851
*
```

Here are the Löwdin charges for atoms 1 to 6, given in e:
1 C -0.045
2 C -0.426
3 C -0.142
4 C -0.176
5 C -0.145
6 C -0.450


(2)
Formula: C63H133N7O7
Source: the OMol25 dataset
Level of theory: wB97M-V/def2-TZVPD

Calculated values
Energy relative to the best compared isomer or geometry (same formula, charge and spin) (kJ/mol): 653.3
Molar mass (g mol⁻¹): 1100.80
Gap between HOMO and LUMO (eV): 8.2
HOMO energy (eV): -7.724

```
! wB97M-V def2-TZVPD RIJCOSX def2/J DEFGRID3
* xyz 0 1
C 9.8776 5.2919 -7.9608
C 9.6699 3.7752 -7.5968
C 10.5683 3.5648 -6.2737
C 10.1177 2.3040 -5.3624
C 8.5371 2.3490 -5.0805
C 7.7580 2.4368 -6.4661
N 8.2533 3.4960 -7.3065
O 7.5093 3.7147 -8.4332
C 7.8057 1.0593 -7.2280
C 6.2617 2.7730 -6.0957
C 10.2904 2.9737 -8.7960
H 9.2360 5.6308 -8.7741
H 10.9104 5.3852 -8.2967
H 9.7612 6.0105 -7.1495
H 11.4880 3.1887 -6.7218
H 10.6562 4.5040 -5.7276
H 10.5593 2.5703 -4.4020
H 10.4279 1.3680 -5.8269
H 8.3168 3.2912 -4.5785
H 8.3590 1.4349 -4.5142
H 7.4790 0.3408 -6.4763
H 7.2686 1.1070 -8.1753
H 8.8506 0.8250 -7.4314
H 5.5420 2.5509 -6.8837
H 5.9290 2.1666 -5.2533
H 6.1095 3.7906 -5.7361
H 10.0275 1.9158 -8.7995
H 11.3605 3.1572 -8.8922
H 10.0485 3.3754 -9.7799
H 7.8279 3.0084 -9.0001
C 2.3168 0.1412 1.2257
C 2.8579 1.2241 0.2993
C 4.3806 1.0510 0.2347
C 5.0746 1.7980 -0.8908
C 4.4819 1.3032 -2.2500
C 2.9398 1.5142 -2.2867
N 2.2926 1.0984 -1.0694
O 0.8808 1.3666 -1.2042
C 2.5392 2.9673 -2.7560
C 2.4982 0.5776 -3.5146
C 2.6049 2.5217 1.0716
H 2.7566 0.0977 2.2220
H 2.4650 -0.8813 0.8784
H 1.2295 0.1654 1.1520
H 4.8258 1.4119 1.1619
H 4.5832 -0.0130 0.1122
H 6.0919 1.4228 -0.7792
H 5.0373 2.8832 -0.7963
H 4.6420 0.2269 -2.1859
H 5.0666 1.6944 -3.0825
H 3.0279 3.2125 -3.6990
H 1.4638 3.0497 -2.9135
H 2.6392 3.7828 -2.0397
H 1.5991 0.9799 -3.9814
H 3.2808 0.5495 -4.2728
H 2.2166 -0.4193 -3.1756
H 2.7840 2.5120 2.1468
H 1.5361 2.7116 0.9735
H 3.0956 3.4114 0.6768
H 0.7343 2.3145 -1.1635
C -2.0130 1.3864 -7.1700
C -0.7244 1.0266 -6.3920
C 0.0319 -0.2411 -6.9541
C 0.9032 0.0635 -8.1482
C 1.8657 1.1507 -7.8683
C 1.2176 2.3889 -7.2388
N 0.2483 2.0906 -6.2198
O -0.1327 3.1391 -5.4212
C 2.4055 3.1062 -6.6717
C 0.4599 3.1869 -8.3332
C -1.3185 0.6182 -4.9453
H -2.2790 2.3859 -6.8260
H -2.8999 0.7620 -7.0623
H -1.8731 1.3412 -8.2501
H 0.7562 -0.6582 -6.2545
H -0.7277 -1.0096 -7.0968
H 0.2214 0.3229 -8.9580
H 1.3641 -0.8663 -8.4816
H 2.1329 1.4886 -8.8696
H 2.7290 0.7355 -7.3484
H 3.1797 3.2511 -7.4251
H 2.1453 4.0935 -6.2900
H 2.8588 2.5437 -5.8554
H -0.2922 2.6038 -8.8646
H -0.0954 4.0541 -7.9760
H 1.2592 3.5348 -8.9876
H -2.1161 -0.1246 -4.9354
H -1.8430 1.4789 -4.5302
H -0.5791 0.2640 -4.2270
H 0.5361 3.1249 -4.7326
C 10.7234 11.8122 -11.6828
C 11.9703 10.8860 -11.5493
C 12.8010 11.6819 -10.4609
C 12.5380 11.2812 -8.9903
C 12.5585 9.7952 -8.8694
C 11.4030 9.0900 -9.7526
N 11.6503 9.5073 -11.1827
O 10.9120 8.6841 -12.1111
C 11.7852 7.5821 -9.6511
C 9.9959 9.3500 -9.2665
C 12.8556 10.8552 -12.7947
H 10.9755 12.8316 -11.9752
H 10.1524 11.9668 -10.7673
H 9.9802 11.3942 -12.3617
H 13.8531 11.4997 -10.6796
H 12.7035 12.7648 -10.5373
H 11.6142 11.7512 -8.6531
H 13.3142 11.6345 -8.3115
H 12.3835 9.5184 -7.8298
H 13.4348 9.2426 -9.2084
H 10.9984 6.9684 -10.0897
H 12.6745 7.2794 -10.2039
H 12.0028 7.3272 -8.6139
H 9.7014 10.3986 -9.2246
H 9.2328 8.7719 -9.7876
H 10.0597 9.0159 -8.2310
H 13.5736 10.0476 -12.6520
H 13.4389 11.7696 -12.9028
H 12.2919 10.6695 -13.7090
H 10.0692 9.0855 -12.3349
C 6.1341 -1.3985 -10.0292
C 5.8728 -0.4632 -11.2185
C 4.5563 0.3206 -10.9199
C 4.2692 1.4196 -12.0076
C 5.5381 2.3180 -12.1736
C 6.9328 1.6332 -12.3491
N 7.0821 0.4118 -11.4389
O 8.3104 -0.2031 -11.4399
C 7.2140 1.3602 -13.8702
C 7.8518 2.6940 -11.8445
C 5.6085 -1.3475 -12.4801
H 5.2940 -2.0176 -9.7145
H 6.4327 -0.7630 -9.1955
H 7.0009 -1.9954 -10.3126
H 3.7289 -0.3825 -10.8238
H 4.5923 0.9413 -10.0246
H 3.3361 1.9019 -11.7162
H 3.9345 0.9653 -12.9401
H 5.5089 2.9537 -11.2886
H 5.2730 3.0316 -12.9537
H 6.3165 1.0238 -14.3892
H 7.5567 2.2581 -14.3845
H 7.7491 0.4434 -14.1177
H 7.7196 3.5565 -12.4978
H 7.7264 2.9274 -10.7873
H 8.8857 2.3517 -11.8005
H 6.4961 -1.8810 -12.8200
H 5.3542 -0.7636 -13.3647
H 4.8456 -2.0886 -12.2414
H 8.3906 -0.5633 -12.3262
C 7.3846 7.0278 -2.3501
C 6.2412 6.5695 -3.3432
C 4.8580 7.0298 -2.9208
C 4.6188 8.3929 -3.4586
C 4.8434 8.5477 -5.0146
C 6.2413 8.0302 -5.5697
N 6.6659 6.8229 -4.8000
O 7.9534 6.2898 -5.0231
C 6.2263 7.7511 -7.0790
C 7.2294 9.1321 -5.2202
C 6.1398 5.0753 -3.1306
H 7.1601 8.0939 -2.3163
H 8.4402 6.9282 -2.6029
H 7.2144 6.5999 -1.3622
H 4.1310 6.2601 -3.1801
H 4.7174 7.0786 -1.8410
H 5.2343 9.0945 -2.8955
H 3.5877 8.7230 -3.3324
H 4.6505 9.5883 -5.2754
H 4.1323 7.9974 -5.6307
H 7.2370 7.4195 -7.3166
H 5.5074 6.9838 -7.3664
H 5.9546 8.6166 -7.6834
H 7.2199 9.2388 -4.1355
H 8.2133 8.7707 -5.5193
H 7.0660 10.0807 -5.7315
H 7.0768 4.5290 -3.0230
H 5.6146 4.7481 -4.0280
H 5.4574 4.9470 -2.2904
H 7.8260 5.6422 -5.7202
C 17.5712 8.3185 -4.8011
C 16.6113 7.3886 -5.6250
C 17.3776 6.0057 -5.8585
C 16.3616 4.9432 -6.4003
C 15.1856 4.7592 -5.4452
C 14.4196 6.0105 -4.9169
N 15.4666 7.0776 -4.6214
O 14.8198 8.3286 -4.2452
C 13.3633 6.5258 -5.9400
C 13.7392 5.5602 -3.5821
C 16.2915 8.0298 -6.9461
H 18.4917 8.6404 -5.2882
H 17.8553 7.8865 -3.8415
H 17.0694 9.2241 -4.4603
H 18.0839 6.2189 -6.6609
H 17.8574 5.7824 -4.9056
H 16.7988 3.9526 -6.5257
H 16.0801 5.2636 -7.4034
H 15.6010 4.2786 -4.5595
H 14.4462 4.0440 -5.8056
H 12.3727 6.1698 -5.6573
H 13.4719 7.5669 -6.2442
H 13.4303 5.8221 -6.7697
H 12.8979 6.1979 -3.3107
H 13.2718 4.5874 -3.7354
H 14.5408 5.5245 -2.8444
H 15.8340 9.0115 -6.8228
H 15.5725 7.4103 -7.4822
H 17.1511 8.0694 -7.6151
H 14.7198 8.2906 -3.2911
*
```

Here are the Löwdin charges for atoms 1 to 6, given in e:
1 C -0.042
2 C -0.430
3 C -0.085
4 C -0.125
5 C -0.092
6 C -0.467